Record 1
{
  "formula": "C14H18FeNO4",
  "method": "ωB97M-V with the def2-TZVPD basis set",
  "total_charge": 1,
  "orbital_gap_ev": [5.78, 4.28],
  "e_homo_ev": [-8.4, -11.5],
  "multiplicity": 5,
  "lumo_energy_ha": [-0.0967, -0.2635],
  "s_squared": 6.114,
  "species": ["Fe", "O", "O", "O", "O", "N", "C", "C", "C", "C", "C", "C", "C", "C", "C", "C", "C", "C", "C", "C", "H", "H", "H", "H", "H", "H", "H", "H", "H", "H", "H", "H", "H", "H", "H", "H", "H", "H"],
  "xyz": [[-4.470, -0.391, -1.760], [-7.166, -0.691, -0.956], [0.494, -0.468, 1.455], [-3.611, -1.652, 0.708], [-4.324, -3.002, -3.037], [1.155, 0.232, -1.039], [1.868, 0.577, -2.272], [-3.467, 0.702, -3.311], [-2.230, 0.019, -3.071], [-3.423, 1.245, -0.986], [-3.978, -1.121, -0.254], [1.400, 1.254, -0.008], [1.287, 0.720, 1.405], [-3.953, 1.553, -2.281], [-1.374, 0.391, -2.058], [-6.133, -0.286, -1.318], [1.267, -1.215, -0.729], [-4.444, -1.894, -2.694], [1.162, -1.517, 0.757], [-1.884, 1.145, -0.895], [-3.868, 1.640, -0.058], [2.759, 1.169, -2.028], [-3.923, 0.665, -4.299], [-0.357, 0.064, -2.078], [-1.547, 0.669, 0.051], [2.191, -1.663, 1.138], [-1.917, -0.777, -3.760], [1.224, 1.170, -2.930], [-4.783, 2.248, -2.418], [0.689, 2.079, -0.159], [2.413, 1.638, -0.158], [0.552, -2.414, 0.932], [0.457, -1.748, -1.258], [2.317, 0.538, 1.776], [-1.457, 2.182, -0.857], [2.235, -1.570, -1.114], [2.171, -0.337, -2.799], [0.766, 1.445, 2.043]],
  "nbo_charge": [0.09, -0.44, -0.48, -0.48, -0.45, 0.01, -0.46, -0.32, -0.25, -0.32, 0.56, -0.30, -0.09, -0.26, -0.18, 0.53, -0.29, 0.52, -0.09, -0.48, 0.24, 0.24, 0.25, 0.17, 0.22, 0.19, 0.23, 0.27, 0.25, 0.27, 0.24, 0.24, 0.27, 0.19, 0.20, 0.25, 0.24, 0.23]
}

Record 2
{
  "formula": "C14H18FeO3S2",
  "method": "ωB97M-V with the def2-TZVPD basis set",
  "total_charge": 0,
  "orbital_gap_ev": [6.21, 6.05],
  "e_homo_ev": [-5.9, -8.5],
  "multiplicity": 5,
  "lumo_energy_ha": [0.0124, -0.0884],
  "s_squared": 6.080,
  "species": ["Fe", "S", "S", "O", "O", "O", "C", "C", "C", "C", "C", "C", "C", "C", "C", "C", "C", "C", "C", "C", "H", "H", "H", "H", "H", "H", "H", "H", "H", "H", "H", "H", "H", "H", "H", "H", "H", "H"],
  "xyz": [[1.661, -1.834, -1.462], [-0.086, 0.366, 2.389], [-0.455, 3.176, 1.481], [2.907, -3.775, 0.421], [-2.383, 1.350, 1.631], [-0.475, -3.897, -1.157], [2.549, -0.194, 1.943], [-3.419, 2.386, 1.801], [2.579, -2.966, -0.345], [2.840, -2.414, -2.977], [-4.654, 1.573, 2.176], [1.545, -2.088, -3.486], [1.280, 0.182, 1.203], [-3.663, 3.257, 0.605], [-1.073, 1.679, 1.731], [3.368, -1.241, -2.316], [0.842, -0.915, 0.170], [1.251, -0.725, -3.130], [2.384, -0.194, -2.419], [0.270, -3.046, -1.425], [-3.839, 2.683, -0.310], [0.014, -0.439, -0.378], [4.376, -1.123, -1.929], [1.408, 1.162, 0.709], [-4.564, 3.852, 0.802], [2.506, 0.836, -2.083], [2.450, -1.127, 2.515], [0.376, -0.156, -3.436], [0.397, -1.719, 0.785], [0.944, -2.711, -4.140], [3.391, -3.328, -3.173], [2.785, 0.592, 2.666], [-4.929, 0.891, 1.358], [-4.466, 0.968, 3.072], [-2.843, 3.960, 0.440], [-3.124, 3.025, 2.647], [3.372, -0.258, 1.226], [-5.521, 2.211, 2.395]],
  "nbo_charge": [0.21, 0.35, 0.18, -0.49, -0.52, -0.48, -0.62, 0.09, 0.63, -0.28, -0.62, -0.28, -0.36, -0.64, -0.25, -0.32, -0.65, -0.31, -0.26, 0.62, 0.22, 0.21, 0.25, 0.23, 0.22, 0.25, 0.21, 0.25, 0.19, 0.25, 0.25, 0.22, 0.21, 0.22, 0.22, 0.19, 0.22, 0.21]
}

Record 3
{
  "formula": "C14H18N2O3S2",
  "method": "ωB97M-V with the def2-TZVPD basis set",
  "total_charge": 0,
  "orbital_gap_ev": 7.77,
  "e_homo_ev": -8.3,
  "lumo_energy_ha": -0.0188,
  "species": ["S", "S", "O", "O", "O", "N", "N", "C", "C", "C", "C", "C", "C", "C", "C", "C", "C", "C", "C", "C", "C", "H", "H", "H", "H", "H", "H", "H", "H", "H", "H", "H", "H", "H", "H", "H", "H", "H", "H"],
  "xyz": [[2.071, 1.342, -0.612], [0.998, 1.005, 2.173], [3.649, -1.398, -1.442], [-3.197, -1.781, -0.974], [-3.043, -2.610, 1.003], [-2.558, -2.139, -0.004], [-0.335, 2.057, 0.160], [-1.130, -1.978, -0.055], [3.066, -1.230, -0.172], [-2.850, 1.642, -0.945], [3.246, 0.244, 0.222], [-0.534, -1.596, -1.251], [0.992, -1.991, 1.044], [-1.962, 2.721, -1.554], [0.781, 1.493, 0.614], [-2.713, 1.636, 0.585], [-0.373, -2.192, 1.091], [-0.499, 2.427, -1.233], [0.831, -1.404, -1.288], [-1.447, 2.371, 1.030], [1.599, -1.585, -0.140], [-0.150, 1.591, -1.850], [1.316, -1.093, -2.201], [-2.250, 3.701, -1.172], [-2.558, 0.673, -1.351], [-3.889, 1.808, -1.229], [-1.607, 3.454, 1.004], [-1.146, -1.451, -2.128], [-1.181, 2.090, 2.050], [0.133, 3.293, -1.464], [3.607, -1.833, 0.577], [3.542, -2.313, -1.725], [-3.568, 2.126, 1.052], [-0.865, -2.488, 2.005], [1.587, -2.126, 1.934], [-2.686, 0.610, 0.955], [3.089, 0.382, 1.295], [4.240, 0.573, -0.074], [-2.080, 2.742, -2.638]],
  "nbo_charge": [0.26, -0.20, -0.71, -0.39, -0.37, 0.52, -0.42, 0.07, 0.06, -0.41, -0.56, -0.22, -0.19, -0.41, -0.02, -0.40, -0.20, -0.22, -0.21, -0.23, -0.01, 0.21, 0.24, 0.20, 0.21, 0.22, 0.19, 0.25, 0.26, 0.21, 0.18, 0.48, 0.21, 0.25, 0.23, 0.21, 0.27, 0.25, 0.22]
}